This record from OMol25 describes C25H35CsN4P as an isolated structure at a distorted geometry. The level of theory is ωB97M-V with the def2-TZVPD basis set.

```
66
C25H35CsN4P, DFT ωB97M-V with the def2-TZVPD basis set
Cs -0.50 0.13 -0.54
C 3.01 -1.27 0.20
C 2.49 -0.35 1.34
C 2.87 1.07 1.06
C 4.15 1.54 1.38
C 4.52 2.82 1.00
C 3.60 3.61 0.32
C 2.35 3.07 0.07
N 1.98 1.84 0.43
N 1.91 -2.00 -0.43
C 2.23 -2.42 -1.78
C 2.45 -1.28 -2.75
C 2.98 -1.53 -4.01
C 3.25 -0.47 -4.86
C 2.99 0.82 -4.42
C 2.44 0.98 -3.16
N 2.16 -0.04 -2.35
C 1.57 -3.15 0.40
C 0.18 -3.70 0.18
C -0.02 -5.08 0.14
C -1.32 -5.56 0.11
C -2.37 -4.66 0.11
C -2.07 -3.31 0.11
N -0.82 -2.83 0.15
H 3.78 -1.95 0.58
H 3.48 -0.65 -0.56
H 2.90 -0.66 2.30
H 1.40 -0.43 1.38
H 4.84 0.90 1.91
H 5.50 3.20 1.24
H 3.85 4.61 0.01
H 1.60 3.67 -0.43
H 1.41 -3.05 -2.15
H 3.14 -3.05 -1.80
H 3.18 -2.55 -4.32
H 3.66 -0.65 -5.84
H 3.21 1.68 -5.04
H 2.21 1.97 -2.78
H 1.60 -2.82 1.44
H 2.31 -3.96 0.29
H 0.82 -5.75 0.15
H -1.51 -6.63 0.09
H -3.40 -4.99 0.10
H -2.86 -2.56 0.11
C -5.17 2.18 2.75
C -4.39 1.42 1.68
P -2.54 1.48 1.76
C -2.28 0.96 3.52
C -0.83 0.54 3.82
C -2.29 3.31 1.87
C -0.83 3.74 1.67
H -6.24 2.05 2.59
H -4.96 3.25 2.71
H -4.94 1.82 3.75
H -4.67 1.78 0.69
H -4.66 0.36 1.72
H -2.94 0.11 3.69
H -2.58 1.76 4.18
H -0.54 -0.32 3.22
H -0.73 0.27 4.87
H -0.13 1.35 3.61
H -2.65 3.67 2.83
H -2.91 3.76 1.09
H -0.18 3.31 2.43
H -0.74 4.82 1.72
H -0.46 3.41 0.69
```

ΔE to the lowest compared entry with this formula, charge and spin = 0.000 eV
E_tot = -42286.4785 eV
E_HOMO = -11.07 eV
Total charge = +1

Atomic partial charges in e from the natural (NBO) method, atoms 1 to 5: Cs 0.9211; C -0.2234; C -0.4441; C 0.2342; C -0.2552